1.
DFT (ωB97M-V/def2-TZVPD) results for a single C4H8N2 molecule.

The geometry in ORCA input format:
```
! wB97M-V def2-TZVPD RIJCOSX def2/J DEFGRID3
* xyz 0 1
C 1.93114 -0.12585 -0.01018
N 1.05023 -1.24989 0.29323
C 0.66749 -0.31516 -0.77027
C -0.56165 0.52495 -0.54448
C -1.69889 -0.05040 0.30258
N -0.76216 0.89765 0.82911
H 2.87855 -0.41079 -0.46660
H 1.99402 0.68125 0.71714
H 0.52254 -0.99121 1.12867
H 0.75606 -0.72415 -1.77395
H -1.27648 0.72168 -1.32492
H -1.61946 -1.10672 0.49620
H -2.71135 0.34190 0.13509
H -1.17002 1.80675 0.98838
*
```

As for the SMILES: C1N[C@H]1[C@H]1CN1. The calculation puts the gap between HOMO and LUMO at 10.0 eV. The energy above the lowest of the compared OMol25 structures with the same formula, charge and spin comes out at 71.9 kcal per mole.

=====

2.
DFT (ωB97M-V/def2-TZVPD) results for a single C4H8N2 molecule.

The geometry in ORCA input format:
```
! wB97M-V def2-TZVPD RIJCOSX def2/J DEFGRID3
* xyz 0 1
C -1.02884 -1.17326 1.38438
C -0.08952 -0.66474 0.30191
N -0.33853 0.74698 0.02024
C 0.25078 1.22143 -1.21151
C 1.68114 0.86356 -1.40094
N 2.78662 0.54028 -1.51161
H -2.06871 -1.08897 1.05544
H -0.91616 -0.59332 2.30712
H -0.81528 -2.22022 1.62369
H 0.95989 -0.84782 0.58249
H -0.26007 -1.22217 -0.62696
H -0.01682 1.31574 0.79664
H 0.16086 2.31107 -1.25946
H -0.30535 0.81144 -2.06143
*
```

As for the SMILES: CCNCC#N. The calculation puts the gap between HOMO and LUMO at 10.6 eV. The energy above the lowest of the compared OMol25 structures with the same formula, charge and spin comes out at 12.2 kcal per mole.

=====

3.
DFT (ωB97M-V/def2-TZVPD) results for a single C4H8N2 molecule.

The geometry in ORCA input format:
```
! wB97M-V def2-TZVPD RIJCOSX def2/J DEFGRID3
* xyz 0 1
C -0.30940 1.30135 0.43327
N -0.40629 0.07027 -0.33828
C -1.33386 -0.90178 0.20604
C 0.84699 -0.52471 -0.79406
C 2.05653 0.14662 -0.29449
N 2.99242 0.62386 0.18832
H -1.27007 1.48052 0.92379
H -0.10437 2.15593 -0.22184
H 0.46640 1.27910 1.21384
H -1.09144 -1.22632 1.23400
H -1.35659 -1.78686 -0.43797
H -2.34344 -0.47662 0.20789
H 0.87560 -0.58778 -1.88963
H 0.97753 -1.55357 -0.43088
*
```

As for the SMILES: CN(C)CC#N. The calculation puts the gap between HOMO and LUMO at 9.7 eV. The energy above the lowest of the compared OMol25 structures with the same formula, charge and spin comes out at 25.6 kcal per mole.

=====

4.
DFT (ωB97M-V/def2-TZVPD) results for a single C4H8N2 molecule.

The geometry in ORCA input format:
```
! wB97M-V def2-TZVPD RIJCOSX def2/J DEFGRID3
* xyz 0 1
H 2.94458 0.85573 -0.31325
N 2.55737 0.74327 0.65962
C 1.30594 0.50329 0.57662
N 0.45813 0.32024 -0.49727
C -0.91484 0.21784 -0.23399
C -1.75179 -0.83363 -0.91366
C -1.43750 -0.87579 0.55262
H 0.75882 0.07890 1.41999
H 0.71159 0.89564 -1.34655
H -1.63372 1.10146 -0.12169
H -1.39507 -1.63598 -1.59753
H -2.75277 -0.52729 -1.23815
H -0.78083 -1.69827 0.77615
H -2.17202 -0.58505 1.39502
*
```

As for the SMILES: [H]/N=C\NC1CC1. The calculation puts the gap between HOMO and LUMO at 10.2 eV. The energy above the lowest of the compared OMol25 structures with the same formula, charge and spin comes out at 41.9 kcal per mole.

=====

5.
DFT (ωB97M-V/def2-TZVPD) results for a molecular structure, C4H8N2.

The geometry in ORCA input format:
```
! wB97M-V def2-TZVPD RIJCOSX def2/J DEFGRID3
* xyz 0 1
C -0.53974 1.63800 0.18641
N -0.98140 0.32947 0.36837
C -0.08278 -0.57332 -0.22240
C 1.29267 -0.68534 0.43247
C -0.73199 -1.86256 -0.48441
N -1.25930 -2.85809 -0.75591
H 0.36905 1.88302 0.73924
H -1.33916 2.37585 0.35529
H 0.03778 1.41334 -1.10830
H -1.94312 0.17781 0.08839
H 0.23162 0.29254 -1.33127
H 1.85718 -1.48002 -0.06042
H 1.83551 0.25191 0.28503
H 1.25370 -0.90262 1.50749
*
```

The calculation puts the gap between HOMO and LUMO at 10.9 eV. The energy above the lowest of the compared OMol25 structures with the same formula, charge and spin comes out at 69.0 kcal per mole.

=====

6.
DFT (ωB97M-V/def2-TZVPD) results for a single C4H8N2 molecule.

The geometry in ORCA input format:
```
! wB97M-V def2-TZVPD RIJCOSX def2/J DEFGRID3
* xyz 0 1
C 1.70690 -0.55207 0.11169
N 0.55483 -0.15305 0.90280
C -0.38169 0.42048 -0.06113
C -1.38560 -0.59796 -0.60344
C -1.04957 1.59257 0.52489
N -1.55402 2.50924 1.01334
H 1.49123 -1.48947 -0.40809
H 2.57093 -0.70329 0.75527
H 1.88258 0.20663 -0.66153
H 0.82712 0.54493 1.59110
H 0.21687 0.76045 -0.91436
H -2.10746 -0.08367 -1.24213
H -0.85284 -1.33976 -1.20572
H -1.91926 -1.11504 0.19731
*
```

As for the SMILES: CN[C@@H](C)C#N. The calculation puts the gap between HOMO and LUMO at 10.7 eV. The energy above the lowest of the compared OMol25 structures with the same formula, charge and spin comes out at 18.3 kcal per mole.

=====

7.
DFT (ωB97M-V/def2-TZVPD) results for a single C4H8N2 molecule.

The geometry in ORCA input format:
```
! wB97M-V def2-TZVPD RIJCOSX def2/J DEFGRID3
* xyz 0 1
C 0.94952 1.25348 -0.36167
C 0.54879 -0.03547 0.36643
C 0.23660 -1.14393 -0.63985
N -1.24625 -1.32737 -0.55203
C -1.66708 -0.60006 0.38958
N -0.69834 0.10513 1.09536
H 0.17673 1.41876 -1.12896
H 0.90152 2.10422 0.32391
H 1.93629 1.09071 -0.81752
H 1.31238 -0.27297 1.07289
H 0.54953 -0.89228 -1.64033
H 0.71451 -2.08548 -0.32287
H -2.71134 -0.62415 0.71582
H -1.00284 1.00941 1.49923
*
```

As for the SMILES: C[C@@H]1CN=CN1. The calculation puts the gap between HOMO and LUMO at 9.7 eV. The energy above the lowest of the compared OMol25 structures with the same formula, charge and spin comes out at 8.0 kcal per mole.

=====

8.
DFT (ωB97M-V/def2-TZVPD) results for 2 unconnected molecules or ions with the total composition C4H8N2.

The geometry in ORCA input format:
```
! wB97M-V def2-TZVPD RIJCOSX def2/J DEFGRID3
* xyz 0 1
H 1.19140 2.61045 -0.44056
N 0.53643 1.92261 -0.82358
C 0.00486 1.20761 0.13263
C -1.44940 0.92075 0.10062
C -2.03398 0.21734 1.07457
H 0.47930 1.12268 1.12892
H -1.95816 1.09679 -0.84085
H -3.03279 -0.18441 0.94125
H -1.49368 -0.08782 1.96530
C 1.87165 -2.02564 -0.59114
N 1.16499 -1.02094 -0.19954
H 2.46895 -2.64134 0.09186
H 1.86875 -2.21132 -1.67678
H 0.38168 -0.92677 -0.86271
*
```

As for the SMILES: [H]/N=C/C=C.C=N. The calculation puts the gap between HOMO and LUMO at 9.6 eV. The energy above the lowest of the compared OMol25 structures with the same formula, charge and spin comes out at 76.3 kcal per mole.